Entry 1:
80
Properties=species:S:1:pos:R:3:forces:R:3 method="wB97M-V/def2-TZVPD" homo_ha="-0.2381 / -0.4108" s2=2.01 multiplicity=3 energy_ha=-1984.64931 gap_ev="4.5 / 9.1" total_charge=+1
H -1.499316 -0.722513 2.487430 -0.1 -0.5 0.2
H -1.366236 -2.175591 3.498302 0.0 0.1 -0.1
C -0.624417 1.415697 3.080462 -0.5 0.1 -0.2
H 2.301237 1.112085 -2.632275 0.1 -0.1 0.1
C -0.916390 3.304481 -1.315656 0.9 -0.4 -0.6
C 2.989409 1.108190 -1.774068 0.2 -0.2 0.0
C 3.865217 -0.865320 0.302023 0.6 -0.1 -0.1
H 6.013338 -0.877791 -0.066445 -0.1 -0.2 -0.1
H -2.409956 3.510827 3.252749 -0.3 -0.2 -0.2
H 5.163159 1.027267 -1.488846 -0.1 0.1 -0.2
C -1.606190 4.405266 0.765964 -0.7 0.6 0.4
H 1.638619 -3.430786 -3.102802 0.2 0.0 0.0
H -2.133272 1.328264 -0.536195 -2.1 -1.4 -1.8
H 3.280598 0.914656 1.398768 0.0 0.2 0.2
O -0.665489 0.921562 0.394079 -1.6 5.3 2.2
H -0.473709 -4.264558 -0.516239 -0.1 0.0 -0.2
H 0.802313 -1.865203 -3.228220 0.2 -0.1 0.1
N -1.311553 3.150806 0.086659 -0.4 0.5 0.6
H 0.185603 0.878790 2.585539 -0.3 0.0 0.0
H 5.216427 -2.432106 -0.380458 0.2 -0.2 0.0
H -1.204818 -3.263472 1.497062 0.1 0.0 -0.1
H -1.390116 5.278829 0.143585 0.2 -0.5 -0.1
C 2.696931 2.365329 -0.942912 -0.1 0.1 0.0
C -3.946953 -0.317481 1.094630 0.1 0.6 0.4
H -4.807103 0.354333 1.007729 0.0 -0.1 -0.2
H -0.991339 4.502888 1.665007 -0.3 0.0 0.0
H -1.108579 0.788383 3.843635 0.2 0.1 -0.3
H -3.261335 1.961115 3.418986 0.0 -0.1 0.1
H -1.631029 2.855714 -2.005376 0.2 -0.3 0.1
O -0.478537 0.856612 -2.763494 0.2 0.4 -1.3
H -3.509545 2.866529 1.946132 0.3 0.1 0.2
C -1.324077 1.983196 0.805973 5.3 -1.7 -0.9
C -2.048531 -2.575431 1.477052 -1.1 -0.2 -0.2
H 4.613145 0.249288 -2.986813 0.0 0.2 0.1
H -2.958607 -1.492663 3.159630 0.3 -0.1 -0.1
H -0.203451 2.275962 3.602977 0.0 0.2 0.0
H -1.847601 -2.241002 -2.386461 0.0 0.0 0.3
C -3.045015 0.829785 -0.961389 1.6 1.1 0.8
N -1.640026 1.887764 2.098730 -1.4 1.2 2.1
H -4.015978 -3.099586 0.611123 -0.1 -0.1 0.0
N 0.715807 -2.733457 -1.319004 0.2 -1.7 -0.9
C 5.112288 -1.356020 -0.466654 0.2 0.1 0.1
H 3.505350 -1.676605 0.961746 -0.1 0.4 -0.4
H 4.696696 0.096504 2.093527 -0.2 0.0 -0.3
H -3.931440 -3.240829 2.372924 0.0 -0.1 -0.2
C -3.376624 -3.393705 1.441809 0.5 -0.4 0.1
C 4.434522 1.085403 -2.303382 -0.1 0.4 -0.1
C 1.458271 -2.479124 -2.597549 -0.8 0.1 0.6
C -3.256175 -0.492227 -0.257073 -0.8 -0.6 -0.5
C -0.502460 -3.632359 -1.412390 0.9 0.7 0.4
H 4.874580 1.035184 0.609494 -0.3 -0.1 0.2
H -3.268210 0.135967 1.840294 -0.5 -0.2 -0.6
H 5.055407 -1.106992 -1.531403 0.3 -0.2 0.4
C -1.970942 -1.687353 2.728472 0.6 0.2 0.2
Pt 0.394668 -0.832067 -0.264368 0.8 -0.9 0.3
H 1.721645 2.294202 -0.440551 0.2 0.0 -0.1
C -2.764078 2.618935 2.709226 0.4 -0.1 -0.1
P 2.542448 -0.480067 -0.915479 0.3 0.5 -0.1
H 0.104365 2.895061 -1.505883 -1.0 0.1 0.2
H -0.392090 -4.269378 -2.288664 -0.2 -0.1 0.0
H 3.517275 -2.474398 -1.935658 -0.5 0.3 -0.2
P -1.782337 -1.592359 -0.063675 -0.1 -0.4 0.3
H -3.825860 1.544806 -0.737010 -0.7 -0.2 -0.2
C -0.177414 0.222134 -1.814156 -0.6 -0.2 -1.7
C -1.780402 -2.803883 -1.441388 -0.6 -0.2 -0.3
C 2.748370 -1.743600 -2.257559 0.5 -0.5 -0.2
C 4.190641 0.372233 1.156573 0.2 -0.2 0.0
H 3.457256 2.547153 -0.175247 -0.2 0.0 -0.2
H 1.355016 -3.135486 -0.634325 -0.1 -0.2 -0.4
H 2.672157 3.245385 -1.605256 0.0 -0.3 0.2
H 4.640437 2.009829 -2.858956 -0.1 -0.2 0.1
H -2.655084 -3.472825 -1.398077 0.2 0.2 0.0
H 3.145919 -1.265558 -3.166121 -0.1 -0.1 0.3
H -2.685154 4.503749 0.994544 0.6 0.0 0.1
H -4.293140 -1.268824 1.479599 -0.2 0.2 0.1
H -3.174479 -4.468817 1.355281 -0.1 0.2 -0.1
H -3.925028 -1.071665 -0.921527 0.1 -0.1 0.4
H 0.767487 -1.580915 1.062948 0.3 -0.3 0.9
H -0.848446 4.362019 -1.616796 -0.2 -0.3 0.7
H -2.848071 0.779831 -2.014860 -0.2 -0.2 -0.6

Entry 2:
93
Properties=species:S:1:pos:R:3:forces:R:3 method="wB97M-V/def2-TZVPD" homo_ha=-0.2367 multiplicity=1 energy_ha=-2615.24214 gap_ev=8.6 total_charge=-1
H 4.533571 5.045587 -2.065699 0.0 0.2 0.0
H -4.921973 2.378539 0.846669 0.0 0.2 -0.1
H -0.559038 -3.021421 -1.345504 0.1 0.0 0.1
H -0.114757 -1.760338 -2.446369 0.3 0.1 0.3
O 1.430042 0.527998 -0.804830 -0.2 0.0 0.0
C 2.351730 -1.910301 4.784032 -0.7 -0.8 0.4
H -1.052166 2.576391 -1.741347 -0.1 -0.2 0.1
H 2.564244 0.628694 3.515950 -0.1 0.2 -0.1
H 2.254968 3.376469 4.166824 0.0 0.1 0.0
O -4.793142 0.055467 -1.462167 -0.1 0.1 -0.2
H 1.294768 -2.021791 -5.922989 0.0 -0.2 -0.1
H 3.068283 -2.316316 4.070207 0.3 0.3 0.1
H -4.877760 0.764829 3.308443 0.0 0.1 0.0
C -1.299897 -3.488109 2.750193 -0.1 0.0 0.4
C 0.070595 -4.136335 2.830944 -0.8 -0.9 -0.5
C -3.935604 0.247007 3.475107 -0.1 -0.4 -0.1
O -2.211984 3.184457 -4.632267 -0.1 -0.2 0.0
H 4.642855 3.417855 1.285229 0.1 0.1 -0.1
H -1.726613 -4.322682 -2.553015 -0.1 0.2 0.0
H -1.957955 -4.089553 3.374439 0.1 0.1 0.2
C -0.778162 1.347509 -4.040859 0.2 -0.1 -0.5
H -0.989452 1.830829 3.223357 -0.1 0.1 0.0
O -2.820685 1.905268 4.799322 -0.5 -0.3 -0.4
O 0.312826 -0.618635 0.938022 -0.2 -0.1 0.1
O 1.489143 5.541017 -2.073432 0.1 -0.2 0.0
H -7.072420 -0.135427 -0.302908 0.1 -0.1 -0.2
H -4.156218 2.724607 -0.742785 -0.1 0.0 -0.1
C 1.908356 0.372369 4.345284 0.4 -0.2 0.2
H 1.495389 3.022174 -1.901080 0.0 -0.1 0.0
N 2.336742 3.450710 -2.244990 0.3 0.3 -0.2
H 1.997731 -3.209924 -3.898251 -0.1 -0.1 0.2
O 0.241121 -5.079416 3.584343 0.5 0.1 0.1
C -2.831310 1.211215 3.786859 1.0 0.5 0.7
O 3.846890 5.175564 3.543297 0.1 -0.2 -0.1
N 0.144136 -3.717057 -3.140372 0.3 -0.8 0.2
H 3.139697 2.894414 -2.470547 -0.1 -0.3 0.1
C -1.228396 -4.041726 -3.482557 0.1 0.2 -0.1
H 4.015291 4.824804 -3.723563 0.1 0.1 0.1
N 0.983818 -3.765333 1.900100 0.3 0.3 0.0
Cl 0.504970 0.656231 0.290183 0.8 0.7 0.2
H -0.397843 -2.426797 -5.560943 0.0 0.4 -0.2
H -2.426270 -5.246876 -4.769370 0.0 -0.2 -0.1
C -5.254213 0.825042 -0.648100 0.0 -0.2 0.2
C 3.871463 4.187275 1.350475 -0.4 -0.4 0.3
O 2.749893 0.271229 5.523368 -0.3 -0.2 0.2
H -3.535710 1.447076 0.300695 0.2 0.3 -0.1
H 0.957420 -2.866375 1.445216 -0.3 0.0 -0.1
H 1.811418 -3.747236 -1.148938 -0.2 0.1 0.2
C -1.597178 2.585230 -3.765500 0.4 0.1 0.1
H 0.160912 1.328599 -3.487010 -0.2 -0.1 0.3
H 1.032415 -1.211501 3.152143 0.4 0.0 -0.3
H -0.754136 -5.056261 -5.338616 -0.2 0.0 -0.1
N -1.568739 3.019178 -2.480833 -0.3 0.2 -0.4
C 0.217730 -2.741819 -2.063245 -0.9 0.5 -0.4
H 1.868072 -2.770816 5.248743 0.3 -0.1 0.1
C 3.764336 5.334653 -2.785236 0.3 -0.9 -0.4
H 1.143336 1.127376 4.505723 0.2 0.2 0.1
H 1.143590 -4.321355 -4.858990 -0.3 0.1 -0.3
H 0.354846 -1.105448 4.697238 0.2 0.2 0.4
C 1.550522 -2.699303 -1.365722 0.7 -1.4 0.0
H -0.513167 1.330226 -5.098310 -0.2 0.0 0.0
H 3.018133 3.840459 0.763812 0.1 0.1 -0.2
H 1.527768 -2.171262 -0.421299 0.0 0.4 -0.2
O -0.760946 1.157515 -0.184274 -0.3 -0.1 0.0
H -4.057613 -0.397193 4.346024 -0.1 0.1 0.0
O 3.619341 -1.327822 6.815426 0.0 -0.3 0.1
C 1.313405 -1.001388 4.176867 -0.9 -0.2 -0.4
H -3.704642 -0.397709 2.627017 -0.1 0.1 -0.1
C 2.982651 -1.040358 5.848833 0.3 0.9 -0.6
C 0.578801 -2.212034 -5.121088 -0.2 -0.3 -0.4
H -1.747046 -3.524279 1.757684 0.4 0.3 -0.2
H -6.794279 1.314091 0.597713 -0.2 -0.1 0.0
N -6.507896 0.672986 -0.117415 0.1 0.4 0.1
H 2.397188 -2.388121 -1.978637 -0.2 0.6 0.0
H -1.359895 0.449845 -3.829216 0.0 0.0 0.2
C -1.384492 -5.200176 -4.459988 0.4 0.3 0.1
C 0.987611 -3.413957 -4.274283 1.1 0.4 0.3
H -1.649967 0.763735 2.076306 -0.3 -0.2 0.0
C -4.443394 1.954067 -0.034814 0.1 -0.6 0.3
N -1.747945 1.218991 2.968534 0.1 0.0 -0.2
H 1.856399 -4.264269 1.862464 0.0 0.0 0.2
C 2.423184 4.802314 -2.333956 -0.5 0.7 0.2
H -2.068527 3.877617 -2.323010 0.1 0.0 0.3
H -1.721473 -3.144713 -3.893915 -0.3 -0.1 0.1
H -1.266622 -2.471159 3.144928 -0.1 0.1 -0.2
H 3.779916 6.400671 -2.964999 -0.3 0.1 0.2
O 1.045606 1.606698 1.254182 -0.2 -0.4 -0.1
N 2.577910 3.336456 3.214694 -0.2 -0.3 -0.2
H 4.246628 5.140400 0.998421 0.0 0.1 0.0
H -1.070172 -6.131900 -3.989120 -0.1 -0.1 0.0
C 3.438952 4.297825 2.799108 0.1 0.5 0.1
H 0.537691 -1.277609 -4.563359 -0.2 -0.1 0.2
H 2.075414 2.742521 2.561280 0.3 0.2 0.2